1.
Below is a molecular structure, C36H30BrCoN4O3S2, with properties calculated with ωB97M-V/def2-TZVPD.

The geometry in ORCA input format:
```
! wB97M-V def2-TZVPD RIJCOSX def2/J DEFGRID3
* xyz -1 2
Co -1.04879 0.86322 -0.70127
C 2.39971 1.44312 2.06113
C 1.03121 1.30062 1.44853
N 0.92221 1.06492 0.16633
N 2.08831 0.83252 -0.44807
C 2.33761 0.79242 -1.71277
S 1.48941 1.20842 -3.08437
S 4.02171 0.24032 -2.06807
C 4.91131 0.62272 -0.51807
C 5.44421 -0.54648 0.24133
C 4.82661 -1.78808 0.20893
C 5.29051 -2.82638 0.99763
C 6.37681 -2.63508 1.83483
C 7.00971 -1.40448 1.86113
C 6.54921 -0.37098 1.06603
C -0.10329 1.45762 2.32463
C -0.00679 1.21112 3.69903
C -1.06369 1.44352 4.55193
C -2.25029 1.97232 4.05183
C -2.38219 2.21302 2.70653
C -1.34949 1.90332 1.79523
O -1.55399 2.05672 0.53013
H 3.01891 2.06442 1.41563
H 2.87071 0.46142 2.14783
H 2.35071 1.90962 3.04083
H 4.14571 1.11272 0.08403
H 5.70641 1.32772 -0.76797
H 3.97771 -1.93008 -0.44107
H 4.80091 -3.79028 0.97123
H 6.72191 -3.43938 2.46973
H 7.86021 -1.24468 2.51103
H 7.03951 0.59172 1.09563
H 0.89861 0.77992 4.10443
H -0.96979 1.22112 5.60593
H -3.07629 2.16712 4.72373
H -3.29689 2.61492 2.29733
Br 2.37191 -3.76318 4.25893
C 1.17601 -2.80548 3.12603
C 1.58481 -2.47118 1.84193
C 0.71351 -1.81998 0.99983
C -0.58919 -1.48808 1.42103
C -0.95689 -1.82448 2.74013
C -0.08809 -2.47818 3.58473
N -1.44319 -0.83488 0.58123
C -2.74729 -1.08248 0.63953
C -3.68979 -0.36498 -0.10237
C -5.07929 -0.64858 -0.01547
C -5.98029 0.15182 -0.65617
C -5.50719 1.23562 -1.41287
C -4.13879 1.40142 -1.51997
N -3.25089 0.64022 -0.91347
H 2.57801 -2.73628 1.51083
H 1.00621 -1.58228 -0.01197
H -1.92919 -1.52648 3.10633
H -0.38699 -2.71248 4.59743
H -3.11209 -1.90068 1.25933
H -5.39809 -1.49388 0.57693
H -7.04419 -0.03578 -0.58627
H -6.18499 1.91632 -1.90567
H -3.74089 2.20322 -2.12577
C -1.79319 3.19842 -4.30977
C -1.60329 2.04062 -3.34477
O -1.17719 2.29932 -2.21727
C -1.92809 0.70932 -3.81697
C -2.65579 0.51102 -5.00077
C -2.95599 -0.74168 -5.47427
C -2.53579 -1.86558 -4.75827
C -1.82399 -1.71678 -3.60037
C -1.49989 -0.43748 -3.06667
O -0.83899 -0.39478 -1.96837
H -1.38299 4.10162 -3.86687
H -2.85489 3.35232 -4.49697
H -1.28609 2.99122 -5.24867
H -3.02219 1.36902 -5.54527
H -3.51249 -0.86218 -6.39367
H -2.78319 -2.85588 -5.11917
H -1.49719 -2.57818 -3.03677
*
```

## Properties
**HOMO level (alpha / beta)**: -0.1388 / -0.1384 hartree

2.
Below is a molecular structure, C36H30BrN6O2SSe2Yb, with properties calculated with ωB97M-V/def2-TZVPD.

The geometry in ORCA input format:
```
! wB97M-V def2-TZVPD RIJCOSX def2/J DEFGRID3
* xyz 0 2
Yb -0.22854 0.03950 -0.03364
O -1.56503 1.17854 1.20528
C -1.97679 1.03656 2.43698
C -3.33451 1.22643 2.76009
C -3.77441 1.07346 4.05305
C -2.89140 0.75957 5.10266
C -1.55790 0.61169 4.80936
C -1.09228 0.72239 3.48760
C 0.33297 0.67196 3.25001
N 0.90930 0.48777 2.11907
C 2.32320 0.85134 2.04462
C 2.40707 1.97258 1.03882
N 1.85058 1.46682 -0.21970
C 2.38953 1.94232 -1.27777
C 2.12208 1.57028 -2.65158
C 2.85901 2.22126 -3.65500
C 2.75561 1.85223 -4.97522
C 1.91162 0.77635 -5.29888
C 1.18418 0.11907 -4.33355
C 1.24927 0.51595 -2.97988
O 0.53570 -0.09610 -2.08615
H -4.01380 1.46038 1.95132
H -4.82954 1.20480 4.26367
H -3.25199 0.65122 6.11624
H -0.84135 0.40338 5.59852
H 0.96462 0.87893 4.12168
H 2.91479 0.01779 1.67242
H 2.71880 1.16078 3.01648
H 3.43805 2.31486 0.91538
H 1.80778 2.81488 1.39801
H 3.18496 2.68663 -1.15857
H 3.52743 3.02636 -3.36556
H 3.31860 2.36478 -5.74249
H 1.82521 0.45492 -6.33075
H 0.51231 -0.69400 -4.57977
S -3.62332 -1.48373 0.48214
C -2.49738 -2.03068 1.68656
C -3.02995 -2.75371 2.77994
C -2.21097 -3.27122 3.74604
C -0.83409 -3.07321 3.63964
C -0.39099 -2.32814 2.57844
N -1.17248 -1.79875 1.62062
H -4.10223 -2.88561 2.82702
H -2.63052 -3.82355 4.57870
H -0.13543 -3.46029 4.36802
H 0.65712 -2.10147 2.49455
Se -2.06749 1.19636 -3.57694
Se -2.68327 -0.07384 -1.48937
C -1.91999 -1.72340 -2.14294
C -2.20461 -2.26661 -3.38261
C -1.65420 -3.50141 -3.68402
C -0.85692 -4.13990 -2.73963
C -0.61033 -3.48975 -1.54400
N -1.11369 -2.28993 -1.25699
C -1.16278 2.59267 -2.64503
C -0.86348 3.77404 -3.33770
C -0.30756 4.83065 -2.65519
C -0.08245 4.71733 -1.28486
C -0.38351 3.51423 -0.68938
N -0.87763 2.45788 -1.35058
H -2.85304 -1.75390 -4.07823
H -1.86015 -3.96994 -4.63843
H -0.42700 -5.11443 -2.92673
H 0.01905 -3.93140 -0.77880
H -1.07969 3.84495 -4.39541
H -0.06715 5.74763 -3.17957
H 0.31330 5.53712 -0.70128
H -0.22564 3.36198 0.37287
Br 3.27184 -3.91920 -3.34432
C 3.02868 -3.33183 -1.57306
C 3.66842 -3.96006 -0.52727
C 3.43221 -3.48046 0.75037
C 2.56789 -2.41430 0.91258
N 1.93215 -1.81328 -0.09906
C 2.17409 -2.26867 -1.33252
H 4.33000 -4.79750 -0.70408
H 3.90708 -3.92798 1.61272
H 2.38614 -2.01993 1.90127
H 1.64606 -1.77577 -2.13511
*
```

## Properties
**HOMO level (alpha / beta)**: -0.2582 / -0.2582 hartree

Results for E_tot: -6587.8163; -10802.7969 (in hartree, following the order of the records).
Results for relative energy (zero: lowest compared OMol25 entry of this formula, charge and spin): 2.399; 0.185 (in eV, following the order of the records).